ORCA calculation (wB97M-V/def2-TZVPD) on a molecular structure, C32H42IrN2OS at a distorted geometry.

Positions of all 79 atoms, in Å:
Ir  -1.0067  -0.2975  -0.2000
C  -1.7223  -2.4699  -0.8424
C  -1.5639  -2.4531  0.5797
C  -2.4109  -1.3851  1.0605
C  -3.0382  -0.8062  -0.1010
C  -2.6650  -1.5250  -1.2857
C  -3.1915  -1.3302  -2.6957
C  -4.6621  -0.9027  -2.6307
C  -3.0930  -2.6531  -3.4631
C  -2.4044  -0.2633  -3.4660
C  -2.8901  -0.9468  2.4537
C  -1.7302  -0.6226  3.4247
C  -3.8300  -2.0145  3.0357
C  -3.7247  0.3411  2.3377
C  -0.9055  -3.6456  1.2774
C  -1.9226  -4.8029  1.1990
C  0.3769  -4.1210  0.5821
C  -0.5176  -3.4353  2.7386
H  -1.2012  -3.1621  -1.4870
H  -3.8143  -0.0641  -0.0419
H  -5.2521  -1.6096  -2.0432
H  -5.0862  -0.8511  -3.6354
H  -4.7584  0.0847  -2.1755
H  -3.6210  -3.4552  -2.9431
H  -2.0527  -2.9581  -3.5953
H  -3.5305  -2.5405  -4.4571
H  -2.4549  0.6994  -2.9583
H  -2.8158  -0.1508  -4.4735
H  -1.3539  -0.5486  -3.5547
H  -1.5447  -1.4190  4.1418
H  -1.9555  0.2768  4.0003
H  -0.8121  -0.4483  2.8639
H  -3.3217  -2.9552  3.2357
H  -4.6475  -2.2204  2.3409
H  -4.2633  -1.6645  3.9759
H  -3.1576  1.1403  1.8534
H  -3.9941  0.6728  3.3412
H  -4.6543  0.1871  1.7881
H  -2.1210  -5.0736  0.1601
H  -2.8735  -4.5254  1.6572
H  -1.5374  -5.6859  1.7152
H  0.2523  -4.2750  -0.4895
H  0.6742  -5.0766  1.0193
H  1.1948  -3.4203  0.7459
H  -1.3776  -3.3037  3.3864
H  0.1418  -2.5741  2.8489
H  0.0162  -4.3213  3.0903
C  1.6068  -1.8972  -1.5351
C  1.4783  -0.5264  -2.1028
C  2.3645  -0.1387  -3.1335
C  2.3069  1.1158  -3.6401
C  1.3538  2.0241  -3.1275
C  1.2703  3.3439  -3.6077
C  0.3276  4.1936  -3.0897
C  -0.5481  3.7546  -2.0973
C  -0.4991  2.4610  -1.6051
S  -1.6103  1.9107  -0.3961
C  0.4755  1.5706  -2.1164
N  0.5489  0.2780  -1.6224
H  1.2385  -2.6413  -2.2470
H  1.0250  -1.9633  -0.6259
H  2.6526  -2.1262  -1.3237
H  3.0873  -0.8638  -3.4825
H  2.9803  1.4426  -4.4233
H  1.9558  3.6644  -4.3818
H  0.2497  5.2120  -3.4490
H  -1.2948  4.4334  -1.7044
O  1.1512  -0.0317  1.2202
N  1.3206  0.7435  2.2415
C  0.6810  1.9328  2.3216
C  0.8359  2.7360  3.4294
C  1.6529  2.3409  4.4766
C  2.3009  1.1183  4.3735
C  2.1216  0.3377  3.2553
H  0.0543  2.1616  1.4691
H  0.3024  3.6759  3.4557
H  1.7807  2.9651  5.3491
H  2.9483  0.7549  5.1589
H  2.5741  -0.6277  3.0909

The value obtained for the HOMO-LUMO gap (spin up / spin down) is 0.2095 / 0.2475 hartree. Its largest force on an atom is 1.1 eV/A. Its spin multiplicity is 2. The total energy is -52566.9646 eV.

ORCA calculation (wB97M-V/def2-TZVPD) on a molecular structure, C5H15GaPS2.

Positions of all 24 atoms, in Å:
C  0.0333  -2.4161  -1.0779
C  -0.3876  -1.2998  -2.0368
Ga  0.1112  0.6025  -1.5780
C  -0.9343  1.3807  -0.0255
C  -1.2498  0.4304  1.1365
C  -0.2814  0.5789  2.3111
S  -0.7510  1.8567  3.5285
P  2.4123  0.5468  -0.7804
S  3.9620  0.4953  -2.0519
H  0.0165  -3.4110  -1.5373
H  1.0500  -2.2700  -0.7012
H  -0.6145  -2.4642  -0.1981
H  0.0276  -1.4936  -3.0312
H  -1.4772  -1.3117  -2.1711
H  0.1400  1.5778  -2.8346
H  -0.3927  2.2516  0.3656
H  -1.8527  1.8005  -0.4493
H  -1.2125  -0.6176  0.8252
H  -2.2725  0.5842  1.5026
H  0.6877  0.9265  1.9420
H  -0.1089  -0.3612  2.8344
H  -2.0269  1.4634  3.6616
H  2.5683  -0.4582  0.2111
H  2.5529  1.6083  0.1546

The net charge is -1. The value obtained for the HOMO-LUMO gap is 0.2519 hartree. Its largest force on an atom is 0.2 eV/A. The total energy is -88764.9159 eV.

ORCA calculation (wB97M-V/def2-TZVPD) on 2 unconnected molecules or ions with the total composition C3H10N2 at a distorted geometry.

Positions of all 15 atoms, in Å:
C  2.3758  -0.7239  -2.3580
C  2.1605  -0.3095  -1.1074
N  2.9994  -0.5519  -0.0197
H  3.3140  -1.1720  -2.6646
H  1.6160  -0.5802  -3.1180
H  1.1449  -0.0407  -0.8510
H  2.5560  -0.9009  0.8107
H  3.9032  -0.9382  -0.2394
C  -2.9404  0.7121  1.9047
N  -2.5209  1.0693  0.5547
H  -3.4320  1.5641  2.3726
H  -3.6344  -0.1389  1.9644
H  -2.1363  0.4606  2.5854
H  -2.0594  0.2622  0.1503
H  -3.3465  1.2878  0.0152

The value obtained for the HOMO-LUMO gap is 0.3361 hartree. Its largest force on an atom is 2.0 eV/A. The total energy is -6252.2082 eV.

ORCA calculation (wB97M-V/def2-TZVPD) on a molecular structure, C9H25N3O7Sr at a distorted geometry.

Positions of all 45 atoms, in Å:
Sr  -2.4445  -0.0093  -0.3553
O  -2.8930  -2.3149  0.3519
H  -2.6888  -3.0433  -0.2474
O  -4.0418  2.0774  -0.0455
H  -4.2761  2.4860  -0.8896
O  -3.4743  -0.8573  -2.4178
H  -2.8981  -0.5719  -3.1404
O  -3.2706  -0.0271  2.1126
H  -2.4192  0.2130  2.4790
C  0.1142  0.4549  2.3233
O  -0.4283  0.4711  1.2526
N  0.1341  -0.6436  3.1137
C  0.5686  -0.5393  4.4880
C  -0.6908  -1.7803  2.7394
H  0.5941  1.3506  2.7648
H  0.9533  -1.5073  4.8006
H  -0.2829  -0.2570  5.1220
H  1.3041  0.2578  4.5830
H  -0.1452  -2.7232  2.8670
H  -1.6216  -1.7896  3.3136
H  -1.0143  -1.7047  1.6986
C  -0.7789  3.0409  -1.3897
O  -1.4157  2.0378  -1.3849
N  0.5951  3.1066  -1.3035
C  1.2939  4.3553  -1.3363
C  1.3744  1.9183  -1.1034
H  -1.2514  4.0384  -1.4382
H  1.7800  4.5968  -0.3820
H  0.6030  5.1636  -1.5799
H  2.0755  4.3507  -2.1083
H  0.6981  1.1080  -0.8435
H  1.9753  1.6810  -1.9897
H  2.0714  2.0692  -0.2694
C  0.3552  -1.6684  -2.3384
O  -0.4002  -1.0660  -1.6425
N  1.5286  -2.2028  -1.8884
C  2.4387  -2.9034  -2.7470
C  1.8687  -2.0356  -0.4927
H  0.1867  -1.8328  -3.4190
H  3.3335  -2.2999  -2.9575
H  1.9499  -3.1406  -3.6908
H  2.7759  -3.8348  -2.2837
H  1.5070  -1.0873  -0.1005
H  1.4076  -2.8185  0.1236
H  2.9491  -2.1186  -0.3483

The net charge is -2. The value obtained for the HOMO-LUMO gap is 0.1233 hartree. Its largest force on an atom is 3.1 eV/A. The total energy is -29374.6878 eV.

ORCA calculation (wB97M-V/def2-TZVPD) on a molecular structure, C5H10Cl4O3 at a distorted geometry.

Positions of all 22 atoms, in Å:
C  1.7480  -0.1212  -0.7229
O  0.7607  -1.0048  -1.1212
C  0.1998  -0.8875  -2.3650
O  0.4242  0.0098  -3.1757
O  -0.7076  -1.9112  -2.4152
C  -1.4343  -2.0999  -3.5682
H  2.6382  -0.3035  -1.3249
H  2.0333  -0.3164  0.3108
H  1.4911  0.9090  -0.9692
H  -1.1040  -1.5827  -4.4691
H  -2.4657  -1.8063  -3.3730
H  -1.4891  -3.1422  -3.8824
C  -0.1279  2.9854  3.4805
Cl  0.4352  2.0839  4.8890
Cl  -1.7599  3.5900  3.5225
H  0.3734  3.9523  3.4382
H  0.0098  2.5391  2.4956
C  -0.2747  -0.5490  1.7219
Cl  -0.3162  0.7371  2.8149
Cl  0.7686  -1.7960  2.3141
H  -1.2267  -1.0773  1.6688
H  0.0239  -0.2087  0.7304

The value obtained for the HOMO-LUMO gap is 0.3852 hartree. Its largest force on an atom is 4.2 eV/A. The total energy is -61576.6488 eV.

ORCA calculation (wB97M-V/def2-TZVPD) on a molecular structure, C4H12B2Ca2F10O2 at a distorted geometry.

Positions of all 32 atoms, in Å:
Ca  2.3713  1.4265  -2.2026
Ca  1.8400  0.0835  1.1506
B  0.3364  2.2392  2.1935
F  -0.0031  3.1159  1.1827
F  -0.0479  0.9787  1.7556
F  1.7044  2.2433  2.3133
F  -0.2900  2.7215  3.3064
B  3.5881  -0.8998  -3.3113
F  3.7583  -1.3041  -4.6044
F  2.3089  -0.6356  -3.0654
F  4.0728  -1.8882  -2.4910
F  4.2241  0.2835  -3.0998
F  3.4626  1.3026  -0.0431
F  0.8270  0.3282  -0.8974
C  -3.9526  1.6510  -0.8508
C  -2.4374  1.4117  -0.6495
O  -2.1197  0.2188  -1.4038
H  -4.5764  1.0154  -0.2224
H  -4.2470  1.6404  -1.9002
H  -4.2536  2.6103  -0.4296
H  -2.2685  1.3338  0.4245
H  -1.8723  2.1712  -1.1899
H  -1.2023  0.1043  -1.1450
C  -0.7832  -2.4171  0.8945
C  0.1720  -2.7108  2.0345
O  0.7293  -1.5596  2.5643
H  -0.4040  -1.5744  0.3164
H  -1.8018  -2.2057  1.2200
H  -0.7951  -3.3073  0.2657
H  0.9494  -3.3883  1.6815
H  -0.3765  -3.3181  2.7545
H  1.0866  -1.6709  3.4484

The net charge is +1. The value obtained for the HOMO-LUMO gap (spin up / spin down) is 0.3710 / 0.1630 hartree. Its largest force on an atom is 5.4 eV/A. Its spin multiplicity is 2. The total energy is -73852.0918 eV.

> The lowest largest force on an atom belongs to which entry?

C5H15GaPS2

> What is the formula in the third record?

C3H10N2

Please write out number 6 again, unchanged.
ORCA calculation (wB97M-V/def2-TZVPD) on a molecular structure, C4H12B2Ca2F10O2 at a distorted geometry.

Positions of all 32 atoms, in Å:
Ca  2.3713  1.4265  -2.2026
Ca  1.8400  0.0835  1.1506
B  0.3364  2.2392  2.1935
F  -0.0031  3.1159  1.1827
F  -0.0479  0.9787  1.7556
F  1.7044  2.2433  2.3133
F  -0.2900  2.7215  3.3064
B  3.5881  -0.8998  -3.3113
F  3.7583  -1.3041  -4.6044
F  2.3089  -0.6356  -3.0654
F  4.0728  -1.8882  -2.4910
F  4.2241  0.2835  -3.0998
F  3.4626  1.3026  -0.0431
F  0.8270  0.3282  -0.8974
C  -3.9526  1.6510  -0.8508
C  -2.4374  1.4117  -0.6495
O  -2.1197  0.2188  -1.4038
H  -4.5764  1.0154  -0.2224
H  -4.2470  1.6404  -1.9002
H  -4.2536  2.6103  -0.4296
H  -2.2685  1.3338  0.4245
H  -1.8723  2.1712  -1.1899
H  -1.2023  0.1043  -1.1450
C  -0.7832  -2.4171  0.8945
C  0.1720  -2.7108  2.0345
O  0.7293  -1.5596  2.5643
H  -0.4040  -1.5744  0.3164
H  -1.8018  -2.2057  1.2200
H  -0.7951  -3.3073  0.2657
H  0.9494  -3.3883  1.6815
H  -0.3765  -3.3181  2.7545
H  1.0866  -1.6709  3.4484

The net charge is +1. The value obtained for the HOMO-LUMO gap (spin up / spin down) is 0.3710 / 0.1630 hartree. Its largest force on an atom is 5.4 eV/A. Its spin multiplicity is 2. The total energy is -73852.0918 eV.

> The highest largest force on an atom belongs to which entry?

C4H12B2Ca2F10O2